(1)
{
  "formula": "C2H4N2S2",
  "method": "ωB97M-V with the def2-TZVPD basis set",
  "spin_multiplicity": 1,
  "smiles": "N/N=C\\C(=S)S",
  "e_above_lowest_kcal_mol": 45.69,
  "symbols": ["N", "N", "C", "C", "S", "S", "H", "H", "H", "H"],
  "positions_angstrom": [[1.980928, 0.183783, -0.003064], [1.293628, -0.923425, -0.010002], [-0.018044, -0.920777, -0.002960], [-0.957922, 0.184441, -0.009402], [-0.578644, 1.801210, -0.008362], [-2.616688, -0.388113, -0.006193], [2.956382, 0.031369, 0.012354], [1.525458, 1.133803, 0.003934], [-0.473916, -1.913109, -0.013290], [-3.111185, 0.810817, 0.036983]],
  "forces_ev_per_a": [[-1.2, 0.9, 0.0], [-0.9, 0.3, 0.1], [-0.1, -0.1, -0.1], [0.7, 0.1, 0.1], [-0.2, -0.4, 0.0], [0.6, -1.0, 0.0], [0.9, 0.1, 0.0], [0.5, -1.2, 0.0], [0.3, 0.2, 0.0], [-0.6, 1.1, 0.0]]
}

***

(2)
{
  "formula": "C5H32N2O11",
  "method": "ωB97M-V with the def2-TZVPD basis set",
  "spin_multiplicity": 1,
  "total_charge": 2,
  "e_above_lowest_kcal_mol": 0.00,
  "symbols": ["O", "C", "C", "C", "C", "C", "N", "N", "H", "H", "H", "H", "H", "H", "H", "H", "H", "H", "H", "H", "H", "H", "O", "H", "H", "O", "H", "H", "O", "H", "H", "O", "H", "H", "O", "H", "H", "O", "H", "H", "O", "H", "H", "O", "H", "H", "O", "H", "H", "O"],
  "positions_angstrom": [[1.991995, 3.091519, 1.155935], [1.069257, 2.441160, 1.581187], [0.989119, 0.960483, 1.223261], [0.318204, 0.800766, -0.134481], [-1.184812, 0.744014, -0.032107], [-1.975328, 0.602661, -1.074848], [-3.416116, 0.388655, -0.878326], [2.359465, 0.403857, 1.152743], [0.263164, 2.871920, 2.179712], [0.436923, 0.376137, 1.959666], [0.660331, -0.120295, -0.618033], [0.626315, 1.579935, -0.814954], [-1.587660, 0.780533, 0.969506], [-1.638728, 0.609094, -2.091010], [-3.848360, 1.131910, -0.253606], [-3.548267, -0.544515, -0.444717], [-3.891888, 0.406726, -1.768303], [2.925635, 0.854963, 0.396716], [2.827908, 0.522607, 2.036736], [2.281675, -0.608327, 0.930970], [4.229956, -2.745570, -0.593966], [3.034184, -2.349829, -1.498466], [3.599863, -2.054959, -0.762428], [0.370827, -2.811736, -1.698373], [-0.301665, -3.957499, -0.932046], [-0.274069, -2.996113, -0.956337], [-1.832350, -0.565355, 4.356807], [-1.809542, -0.768411, 2.810192], [-1.681687, -0.114213, 3.504187], [-2.183703, 1.618527, 3.311510], [-2.873028, 2.979295, 3.784663], [-2.462541, 2.548359, 3.021178], [3.174721, 0.294560, -3.425783], [2.758351, -0.146866, -4.856935], [2.494076, -0.189382, -3.934948], [1.962147, -3.285469, -3.518998], [1.984239, -1.755045, -3.323515], [1.828728, -2.608977, -2.844401], [-4.881494, 2.866903, 0.943841], [-3.497964, 2.480325, 1.588231], [-4.064347, 2.378048, 0.773582], [1.085293, -2.674146, 2.038590], [0.512403, -2.291726, 0.629656], [0.920404, -1.920830, 1.447056], [2.946042, 2.699739, -0.498618], [4.134959, 2.207933, -1.352138], [3.252141, 1.969980, -1.028701], [-3.419681, -2.371581, -0.745416], [-1.890948, -2.085763, -0.892952], [-2.774143, -1.644021, -0.821533]],
  "forces_ev_per_a": [[-0.3, 0.1, 0.4], [0.5, -0.1, -0.4], [-0.3, 0.1, 0.1], [-0.4, -0.3, -0.4], [0.4, 0.1, 0.0], [-0.7, 0.4, 0.7], [-1.0, 3.5, 0.5], [0.1, -0.3, -0.8], [-0.2, 0.1, 0.1], [0.1, 0.1, 0.1], [0.1, -0.1, 0.2], [0.2, 0.4, -0.2], [-0.3, -0.1, 0.1], [0.1, -0.1, -0.4], [0.4, 0.2, -0.4], [0.2, 1.1, -0.2], [-0.2, 0.0, -0.3], [-0.1, 0.1, 0.1], [0.4, -0.1, 0.4], [0.1, 0.1, 0.3], [0.4, -0.5, 0.0], [0.3, -0.2, 0.1], [-0.7, 0.8, 0.1], [-0.4, -0.1, 0.5], [-0.1, -0.2, 0.1], [0.6, 0.4, -0.7], [0.1, 0.2, -0.6], [-0.1, -0.2, 0.2], [0.1, -0.1, 0.4], [-0.6, 1.5, -0.2], [0.2, -0.2, -0.1], [0.5, -1.4, 0.3], [-0.5, -0.4, -0.4], [0.1, 0.1, -0.2], [0.3, 0.2, 0.6], [0.0, -0.1, 0.1], [0.0, -0.2, 0.2], [-0.3, 0.3, -0.3], [0.2, -0.1, -0.1], [-0.4, 0.0, -0.4], [0.1, 0.2, 0.7], [0.0, 0.3, -0.4], [0.3, -0.1, 0.5], [-0.3, -0.4, -0.2], [-0.1, 0.8, 0.4], [-0.3, 0.0, 0.2], [0.6, -0.9, -0.5], [0.5, -0.1, -0.2], [-0.4, 0.0, 0.1], [1.1, -5.1, -0.1]]
}

***

(3)
{
  "formula": "C6H12",
  "method": "ωB97M-V with the def2-TZVPD basis set",
  "spin_multiplicity": 1,
  "smiles": "CC[C@H]1C[C@H]1C",
  "e_above_lowest_kcal_mol": 56.26,
  "symbols": ["C", "C", "C", "C", "C", "C", "H", "H", "H", "H", "H", "H", "H", "H", "H", "H", "H", "H"],
  "positions_angstrom": [[-1.084521, -1.188989, -0.444410], [-0.793657, -0.077167, -1.449148], [0.085514, 0.990811, -0.812855], [-0.278369, 1.515728, 0.544077], [0.970588, 0.657664, 0.401526], [1.251917, -0.734990, 1.227821], [-0.815439, -2.189588, -0.790513], [-0.411487, -1.021489, 0.373933], [-2.095730, -1.190942, -0.034167], [-1.719503, 0.392651, -1.802138], [-0.272232, -0.472310, -2.329240], [0.424131, 1.729191, -1.552243], [-1.119322, 1.014480, 1.012343], [-0.256729, 2.586272, 0.768344], [1.920477, 1.206115, 0.430734], [1.341564, -0.416275, 2.264915], [2.196510, -1.125588, 0.849896], [0.656287, -1.675573, 1.341125]],
  "forces_ev_per_a": [[-0.2, -0.2, 0.0], [0.0, 0.0, -0.1], [0.0, -0.3, 0.1], [0.0, -0.3, 0.3], [0.1, -0.6, 0.4], [0.5, 0.8, -0.1], [-0.3, 0.0, -0.3], [-0.9, -0.2, -0.2], [-0.1, 0.0, -0.3], [0.1, -0.1, -0.1], [-0.1, 0.0, 0.1], [0.3, -0.3, 0.5], [0.0, 0.0, 0.0], [0.3, -0.4, -0.1], [-0.5, -0.2, 0.0], [0.5, 0.2, 0.1], [0.3, 0.3, 0.2], [0.0, 1.2, -0.6]]
}

***

(4)
{
  "formula": "C24H33GaNO",
  "method": "ωB97M-V with the def2-TZVPD basis set",
  "spin_multiplicity": 1,
  "total_charge": -1,
  "symbols": ["C", "C", "O", "N", "C", "C", "C", "C", "Ga", "H", "H", "H", "H", "H", "H", "H", "H", "H", "H", "H", "H", "H", "H", "H", "C", "C", "C", "C", "C", "C", "H", "H", "H", "H", "H", "H", "C", "C", "C", "C", "C", "C", "H", "H", "H", "H", "H", "H", "C", "C", "C", "C", "C", "C", "H", "H", "H", "H", "H", "H"],
  "positions_angstrom": [[-3.947600, -1.667919, -4.555454], [-2.987116, -1.585066, -3.418316], [-3.351440, -1.882079, -2.318684], [-1.708010, -1.197705, -3.649215], [-1.438574, -0.289144, -4.781185], [-0.353206, 0.735094, -4.454945], [-0.724839, 2.113277, -4.947390], [0.331695, 3.155984, -4.627022], [0.158325, 3.960959, -2.739727], [-4.273633, -0.687939, -4.874790], [-3.479627, -2.152035, -5.403195], [-4.807556, -2.226845, -4.258636], [-1.329596, -0.833943, -2.786984], [-2.310841, 0.262268, -5.105203], [-1.103536, -0.873347, -5.628408], [0.549220, 0.446227, -4.974145], [-0.113139, 0.723286, -3.399479], [-1.681327, 2.388604, -4.520230], [-0.829957, 2.037521, -6.028149], [0.182884, 3.975990, -5.315869], [1.340656, 2.785205, -4.775307], [-0.430454, 5.473882, -2.817038], [-0.853154, 3.117923, -1.801007], [1.636911, 4.049175, -2.087269], [4.614145, 1.784366, -0.326214], [3.339706, 1.481763, -0.783131], [2.248552, 1.610601, 0.062974], [2.432373, 2.051162, 1.364925], [3.707187, 2.356981, 1.822933], [4.799496, 2.220528, 0.978718], [5.464720, 1.683409, -0.988929], [3.194008, 1.149405, -1.802345], [1.255432, 1.375527, -0.296058], [1.579082, 2.159207, 2.023478], [3.849019, 2.704831, 2.839485], [5.794665, 2.456343, 1.336232], [-2.817816, -4.429709, 2.211504], [-3.838672, -5.339376, 2.450822], [-4.796201, -5.577991, 1.475212], [-4.727254, -4.912127, 0.258299], [-3.705102, -4.003534, 0.015195], [-2.752919, -3.761857, 0.995845], [-2.072093, -4.240401, 2.973744], [-3.888304, -5.861700, 3.398430], [-5.596744, -6.283257, 1.663355], [-5.473153, -5.100952, -0.503816], [-3.647563, -3.481552, -0.933366], [-1.959266, -3.049580, 0.810237], [1.646468, 0.807278, 5.888434], [1.718206, 0.822562, 7.274452], [2.948788, 0.943193, 7.904844], [4.107053, 1.056072, 7.148529], [4.034435, 1.043537, 5.762493], [2.805034, 0.915825, 5.132074], [0.687125, 0.711213, 5.396353], [0.813801, 0.740450, 7.864067], [3.005224, 0.949984, 8.986206], [5.066936, 1.154219, 7.639965], [4.937235, 1.133119, 5.171310], [2.750308, 0.901086, 4.051390]],
  "forces_ev_per_a": [[0.4, 0.0, -0.7], [0.0, 0.1, -0.9], [-0.6, -0.6, 2.2], [-0.1, 1.1, -0.6], [0.7, -0.2, 0.1], [-0.1, -0.3, -0.3], [0.7, 0.0, 0.0], [-0.5, 0.3, 0.7], [0.3, 0.3, 0.0], [0.0, 0.3, -0.1], [0.1, -0.1, -0.3], [-0.5, -0.4, 0.3], [0.3, -0.2, 0.2], [-0.5, 0.0, 0.2], [-0.1, -0.3, -0.3], [0.5, -0.1, 0.0], [-0.1, 0.2, 0.4], [-0.4, 0.2, 0.1], [-0.4, -0.1, -0.4], [0.1, 0.4, -0.2], [0.2, -0.3, -0.1], [0.0, -0.1, -0.1], [0.0, -0.3, 0.0], [0.0, -0.1, 0.1], [0.0, 0.0, 0.0], [0.1, -0.1, 0.0], [0.0, -0.1, 0.0], [0.0, -0.1, 0.0], [0.0, 0.0, 0.0], [0.0, 0.0, 0.0], [0.0, 0.0, 0.0], [0.0, 0.1, 0.0], [0.0, 0.1, 0.0], [0.0, 0.0, 0.0], [0.0, 0.0, 0.0], [0.0, 0.0, 0.0], [0.0, 0.0, 0.0], [0.0, 0.0, 0.0], [0.0, 0.0, 0.0], [0.0, 0.0, 0.1], [0.0, 0.0, -0.2], [0.0, 0.0, 0.1], [0.0, 0.0, 0.0], [0.0, 0.0, 0.0], [0.0, 0.0, 0.0], [0.0, 0.0, 0.0], [0.0, 0.0, 0.2], [0.0, 0.0, 0.0], [0.0, 0.0, 0.0], [0.0, 0.0, 0.0], [0.0, 0.0, 0.0], [0.0, 0.0, 0.0], [0.0, 0.0, 0.0], [0.0, 0.0, 0.0], [0.0, 0.0, 0.0], [0.0, 0.0, 0.0], [0.0, 0.0, 0.0], [0.0, 0.0, 0.0], [0.0, 0.0, 0.0], [0.0, 0.0, 0.0]]
}

***

(5)
{
  "formula": "C5H5O15Zn",
  "method": "ωB97M-V with the def2-TZVPD basis set",
  "spin_multiplicity": 1,
  "total_charge": -3,
  "e_above_lowest_kcal_mol": 36.62,
  "symbols": ["Zn", "O", "C", "O", "O", "H", "O", "C", "O", "O", "H", "O", "C", "O", "O", "H", "O", "C", "O", "O", "H", "O", "C", "O", "O", "H"],
  "positions_angstrom": [[-38.088960, -9.859498, 5.956311], [-38.149833, -8.331101, 2.129200], [-39.153919, -8.245947, 3.092543], [-40.162676, -7.526617, 2.927616], [-39.027439, -9.064455, 4.045603], [-37.717767, -9.001420, 2.709821], [-41.402140, -8.220265, 6.022798], [-40.536021, -8.410957, 7.080505], [-40.995001, -8.726735, 8.188530], [-39.292194, -8.340668, 6.813277], [-40.636794, -8.198072, 5.396059], [-41.110195, -11.696701, 8.029868], [-39.911133, -12.128729, 7.554380], [-39.244360, -11.235672, 6.945449], [-39.452900, -13.268614, 7.781219], [-41.078928, -10.757869, 7.765486], [-36.098157, -10.453653, 2.823273], [-36.247136, -11.327733, 3.903702], [-35.359399, -12.214315, 4.002408], [-37.182793, -11.205579, 4.719763], [-35.363405, -11.062290, 2.566913], [-34.565699, -8.423445, 6.873144], [-35.801793, -8.900293, 6.684880], [-36.385157, -9.815978, 7.324685], [-36.536467, -8.420330, 5.784959], [-34.539766, -7.693768, 6.240422]],
  "forces_ev_per_a": [[-0.6, 0.2, 0.0], [-0.3, -0.3, 1.6], [-2.8, 0.1, 0.3], [1.1, 0.3, -0.7], [0.5, 0.0, 0.1], [1.2, 0.0, -1.3], [1.9, 0.1, 0.1], [0.5, -1.2, 1.4], [-0.8, 0.4, -0.1], [-0.4, 0.4, -0.3], [-1.1, 0.2, -1.2], [-0.2, -0.4, -0.1], [2.8, -0.4, -0.2], [-0.5, 0.4, -0.4], [-1.7, 0.3, 0.3], [-0.4, 0.2, 0.4], [0.6, -1.6, 0.4], [-0.8, -0.7, 2.8], [0.2, 0.4, -1.2], [0.1, 0.4, -0.9], [0.2, 1.2, -1.2], [0.7, 0.2, 0.5], [-4.8, -1.8, -0.6], [2.8, -0.4, 1.8], [1.6, 2.2, -1.7], [0.1, -0.1, -0.1]]
}

***

It is found that the HOMO level values, taken in the order of the records, are -8.84; -16.10; -9.83; -4.68; 0.30 eV.
It is found that the E values, taken in the order of the records, are -984.44208; -1146.34120; -235.72856; -2989.07233; -3101.64679 Ha.